C35H35BCl5CrN7OTe | the ωB97M-V functional and the def2-TZVPD basis

```
86
Properties=species:S:1:pos:R:3:lowdin_spin:R:1
Cr 1.7818 1.7050 -1.2683 3.80
C 2.6735 6.0201 -1.2759 0.00
C 3.0079 4.6888 -1.0081 0.01
N 1.9870 3.8839 -1.2688 0.01
N 0.9804 4.6711 -1.7151 0.00
C 1.3672 5.9535 -1.7200 0.01
B -0.4752 4.1204 -1.8495 0.00
N -0.4722 2.9981 -2.9093 0.01
C -1.1542 2.9379 -4.0626 0.01
C -0.6728 1.8717 -4.7986 0.00
C 0.3432 1.3308 -4.0001 0.01
N 0.4484 2.0153 -2.8687 0.01
N -0.8899 3.6146 -0.4563 0.00
C -1.5684 4.3180 0.4711 0.00
C -1.3855 3.7070 1.6895 0.00
C -0.5470 2.6136 1.3990 0.01
N -0.2499 2.5644 0.1096 0.03
H 3.2937 6.8941 -1.1640 0.00
H 3.9351 4.2862 -0.6319 0.00
H 0.6825 6.7258 -2.0342 0.00
H -1.2136 5.0081 -2.2050 0.00
H -1.9260 3.6608 -4.2781 0.00
H -0.9978 1.5397 -5.7704 0.00
H 1.0037 0.4957 -4.1778 0.00
H -2.1252 5.2011 0.1960 0.00
H -1.7946 3.9958 2.6450 0.00
H -0.1559 1.8675 2.0701 0.00
Cl 2.1282 0.2792 1.9548 0.01
C 3.6061 0.7721 1.1586 0.01
C 3.5261 1.3928 -0.0848 0.00
C 4.7795 1.7002 -0.6334 0.01
Cl 4.8665 2.4473 -2.2174 0.01
C 5.9989 1.4594 0.0012 0.00
Cl 7.5026 1.9086 -0.7340 0.00
C 6.0087 0.8457 1.2473 0.01
Cl 7.5014 0.5429 2.0658 0.00
C 4.7986 0.4873 1.8279 0.00
Cl 4.8019 -0.3025 3.3726 0.00
C 2.5389 -2.3840 -2.3109 0.01
C 2.2305 -0.9098 -2.0878 0.03
O 2.9209 -0.0764 -2.7308 0.09
N 1.2717 -0.4521 -1.2796 0.36
Te -0.0853 -2.0125 -0.5089 0.27
C -0.7729 -3.7293 0.8032 0.18
C 0.1174 -4.4090 1.6360 0.01
C 1.5433 -3.9567 1.8787 0.02
C -0.3166 -5.5549 2.3101 0.00
C -1.6045 -6.0408 2.1700 -0.01
C -2.0578 -7.2838 2.8953 0.00
C -2.4752 -5.3556 1.3261 0.01
C -2.0843 -4.2119 0.6356 0.02
C -3.0982 -3.5268 -0.2533 0.01
C -1.5075 -0.6883 0.3321 0.00
C -1.7399 -0.6237 1.7113 0.00
C -0.9047 -1.3220 2.7571 0.00
C -2.8119 0.1424 2.1730 0.00
C -3.6170 0.8763 1.3210 0.00
C -4.7445 1.7270 1.8448 0.00
C -3.3375 0.8344 -0.0405 0.00
C -2.3050 0.0628 -0.5537 0.00
C -2.1095 0.0387 -2.0485 0.00
H 3.4445 -2.4580 -2.9081 0.00
H 1.7163 -2.8660 -2.8461 0.00
H 2.6840 -2.9160 -1.3673 0.00
H 1.8734 -3.2219 1.1478 0.01
H 2.2281 -4.8067 1.8448 0.00
H 1.6423 -3.4975 2.8668 0.00
H 0.3810 -6.0745 2.9638 0.00
H -1.2805 -7.6550 3.5645 0.00
H -2.3049 -8.0819 2.1906 0.00
H -2.9522 -7.0873 3.4908 0.00
H -3.4903 -5.7265 1.1979 0.00
H -4.0158 -4.1144 -0.3088 0.00
H -2.7101 -3.3954 -1.2653 0.00
H -3.3479 -2.5328 0.1255 0.00
H 0.0736 -1.6046 2.3787 0.00
H -1.3986 -2.2312 3.1096 0.00
H -0.7576 -0.6600 3.6157 0.00
H -2.9949 0.1842 3.2444 0.00
H -4.7969 1.6871 2.9336 0.00
H -5.7055 1.3947 1.4460 0.00
H -4.6041 2.7688 1.5491 0.00
H -3.9318 1.4355 -0.7243 0.00
H -2.6191 0.8842 -2.5127 0.00
H -2.5203 -0.8841 -2.4706 0.00
H -1.0575 0.0936 -2.3231 0.00
```

Properties
Charge ... -1
Spin multiplicity ... 6
Molecular weight ... 937.39 g/mol
Energy relative to the best compared isomer or geometry (same formula, charge and spin) ... 0.0 kJ/mol
Gap between HOMO and LUMO (alpha / beta) ... 6.5 / 7.0 eV
LUMO energy (alpha / beta) ... 2.32 / 1.92 eV

---

C35H35BF6O4S | the ωB97M-V functional and the def2-TZVPD basis

```
82
Properties=species:S:1:pos:R:3:mulliken_charge:R:1
C -4.7999 1.5429 -2.2776 -0.83
O -3.8585 0.5077 -1.9017 -0.50
C -2.5474 0.8474 -1.7320 0.66
C -1.5690 -0.1331 -2.0130 -1.59
C -0.2620 0.2539 -2.1953 0.39
C 0.1526 1.5774 -1.9629 0.19
C 1.5412 1.9789 -2.3346 1.11
B 1.5897 2.0520 -4.1391 0.72
O 2.8691 2.1366 -4.6237 -0.48
C 2.9369 1.1019 -5.6270 1.75
C 3.4424 1.7819 -6.8922 -2.13
C 3.9947 0.0983 -5.1943 -1.64
C 1.4595 0.5048 -5.7035 1.87
C 0.7972 0.5608 -7.0584 -1.96
C 1.3010 -0.9156 -5.1571 -1.81
O 0.6629 1.3731 -4.8561 -0.48
C 1.8402 3.4574 -2.2076 -0.16
C 1.0927 4.3073 -3.0721 0.42
C 1.2029 5.6806 -3.0523 -1.91
C 2.2059 6.2255 -2.2426 0.20
C 2.9890 5.4162 -1.3898 0.63
C 2.8012 4.0333 -1.3682 -0.62
C 3.9549 6.3200 -0.6973 -0.50
C 3.7325 7.6743 -1.3890 -0.44
O 2.5606 7.5382 -2.2667 -0.56
C -0.7989 2.4806 -1.4519 -0.46
C -2.1370 2.1382 -1.3226 -0.52
H -5.6462 0.9989 -2.7014 0.28
H -5.1199 2.1026 -1.3862 0.28
H -4.3728 2.2258 -3.0344 0.33
H -1.8825 -1.1644 -2.1772 0.52
H 0.4776 -0.4791 -2.5300 0.72
H 2.3259 1.3246 -1.9460 -0.78
H 3.5287 1.0539 -7.7072 0.38
H 2.7921 2.6056 -7.2088 0.35
H 4.4459 2.1880 -6.7007 0.50
H 3.9879 -0.7631 -5.8756 0.32
H 4.9871 0.5657 -5.2657 0.47
H 3.8458 -0.2396 -4.1580 0.07
H 1.3151 -0.1244 -7.7386 0.40
H -0.2451 0.2308 -6.9563 0.44
H 0.8128 1.5733 -7.4773 0.34
H 1.7109 -1.6562 -5.8606 0.52
H 1.7709 -1.0623 -4.1758 0.11
H 0.2279 -1.1183 -5.0413 0.42
H 0.3549 3.8692 -3.7564 0.49
H 0.6033 6.3470 -3.6652 0.43
H 3.4241 3.4020 -0.7310 0.26
H 3.7100 6.3898 0.3722 0.11
H 4.9891 5.9770 -0.7957 0.34
H 4.5903 7.9524 -2.0189 0.26
H 3.5207 8.4920 -0.6891 0.31
H -0.5111 3.5023 -1.2040 0.36
H -2.8776 2.8639 -0.9670 0.35
C 5.5052 -1.2105 -1.2237 -1.45
C 4.1524 -0.8419 -0.7576 0.87
C 3.0379 -1.6666 -0.7607 -0.71
C 1.9483 -1.1188 -0.0357 -0.09
C 2.1908 0.1569 0.4604 -0.02
C 1.2989 0.9434 1.2865 1.25
C 1.6566 2.2339 1.7389 -0.64
C 0.7504 3.0087 2.4436 0.08
C 1.0995 4.4400 2.7707 0.75
F 0.6099 4.8372 3.9811 -0.28
F 2.4502 4.6772 2.7846 -0.28
F 0.5646 5.2849 1.8180 -0.25
C -0.5052 2.5052 2.7845 -1.43
C -0.8534 1.2277 2.3672 0.07
C -2.2417 0.7126 2.6602 0.69
F -3.1162 1.0959 1.6619 -0.20
F -2.3025 -0.6547 2.7256 -0.29
F -2.7394 1.1965 3.8346 -0.28
C 0.0225 0.4413 1.6350 -0.90
S 3.8282 0.6457 0.0665 -0.41
H 5.4902 -2.1735 -1.7433 0.37
H 5.9397 -0.4502 -1.8835 0.33
H 6.1562 -1.3126 -0.3472 0.39
H 3.0335 -2.6368 -1.2505 0.40
H 1.0095 -1.6429 0.1400 0.40
H 2.6549 2.6238 1.5487 0.72
H -1.2143 3.1121 3.3394 0.51
H -0.2655 -0.5682 1.3511 0.47
```

Properties
Charge ... 0
SMILES ... COc1ccc([C@@H](B2OC(C)(C)C(C)(C)O2)c2ccc3c(c2)CCO3)cc1.Cc1ccc(-c2cc(C(F)(F)F)cc(C(F)(F)F)c2)s1
Molecular weight ... 676.53 g/mol
Energy relative to the best compared isomer or geometry (same formula, charge and spin) ... 0.0 kJ/mol
Gap between HOMO and LUMO ... 7.1 eV
LUMO energy ... -0.13 eV